# C5H18NOSn

A structure of composition C5H18NOSn at a distorted geometry (ωB97M-V/def2-TZVPD, OMol25).

Each line ends with the Löwdin charge.
Positions of all 26 atoms, in Å:
C  2.114325  0.013329  -2.273033  -0.415
Sn  0.500510  -0.574639  -0.975326  0.585
N  0.398187  1.679483  -0.024946  -0.116
H  1.178336  -1.429560  0.386858  -0.160
H  -1.019442  -1.372992  -1.110406  -0.179
H  2.063737  -0.683357  -3.128550  -0.055
H  3.052372  -0.096712  -1.716781  -0.041
H  1.950190  1.025086  -2.670590  -0.046
H  0.537943  1.630108  0.994567  -0.037
H  -0.546204  1.983005  -0.252854  -0.045
H  1.094732  2.249053  -0.511700  -0.036
C  -2.519789  -2.192802  1.537915  -0.103
C  -2.562813  -0.823980  0.895086  -0.321
O  -1.415655  -0.005585  1.205070  -0.370
C  -1.280823  0.309644  2.597060  -0.299
C  -2.532437  0.937510  3.182597  -0.106
H  -1.538915  -2.665746  1.413592  0.074
H  -3.260275  -2.846849  1.064906  0.072
H  -2.769037  -2.184612  2.605037  0.060
H  -2.503921  -0.948143  -0.197202  0.040
H  -3.507428  -0.300725  1.135604  0.106
H  -1.007318  -0.614078  3.140765  0.113
H  -0.436239  1.015476  2.662402  0.079
H  -3.319380  0.191011  3.326483  0.060
H  -2.341169  1.391961  4.161327  0.069
H  -2.918312  1.721036  2.527055  0.073

Forces on atoms 1 to 2 (eV/Å):
C -0.1 -0.9 -1.2
Sn -0.8 1.1 0.8

Spin multiplicity: 1
E_LUMO (spin up / spin down): 3.3651 / 3.3653 eV
HOMO energy (spin up / spin down): 0.3395 / 0.3411 eV
Charge: -1



# C30H30AsGaN5O3S

A structure of composition C30H30AsGaN5O3S (ωB97M-V/def2-TZVPD, OMol25).

Each line ends with the Löwdin charge.
Positions of all 71 atoms, in Å:
Ga  0.004780  0.085438  0.143473  0.678
C  0.007077  -4.293146  -1.664008  -0.081
O  -1.081806  -4.537751  -0.780333  -0.099
C  -2.132068  -3.654677  -0.844426  -0.231
C  -3.391042  -4.185161  -0.994407  -0.056
C  -4.528160  -3.366951  -1.005933  -0.129
C  -4.359416  -2.006622  -0.898673  -0.074
C  -3.086791  -1.433180  -0.751922  -0.149
C  -2.999206  0.011528  -0.794633  -0.076
N  -1.938150  0.710579  -0.628888  -0.070
N  -2.087676  2.064856  -0.886036  0.055
C  -0.910799  2.631249  -1.018631  -0.500
O  0.218827  2.052004  -0.914993  -0.225
C  -0.928381  4.100686  -1.320179  -0.137
C  0.278953  4.777862  -1.443846  -0.034
C  0.296987  6.137478  -1.722841  -0.094
C  -0.893601  6.831745  -1.881780  -0.114
C  -2.103740  6.159229  -1.755749  -0.101
C  -2.121845  4.802211  -1.475741  -0.040
C  -1.926462  -2.248818  -0.684234  -0.313
O  -0.738004  -1.785575  -0.479838  -0.248
H  0.541280  -5.238871  -1.753817  0.082
H  0.665716  -3.518462  -1.278750  0.075
H  -0.356635  -3.991845  -2.650649  0.096
H  -3.474460  -5.261502  -1.099514  0.114
H  -5.513639  -3.798512  -1.124989  0.091
H  -5.218119  -1.344852  -0.944330  0.102
H  -3.907009  0.554321  -1.064395  0.121
H  1.195238  4.221868  -1.299182  0.063
H  1.243605  6.657140  -1.811008  0.094
H  -0.880721  7.893232  -2.098830  0.090
H  -3.036339  6.697816  -1.874620  0.092
H  -3.053504  4.263477  -1.372249  0.099
C  -4.454790  -5.179600  2.153752  -0.015
C  -4.286042  -3.902189  2.909523  -0.310
C  -5.234498  -3.431109  3.812777  -0.018
C  -4.953936  -2.247464  4.465852  -0.118
N  -3.838943  -1.552915  4.251386  0.086
C  -3.016275  -2.088290  3.367001  -0.627
S  -1.500349  -1.261716  2.919645  0.951
N  -3.162941  -3.218229  2.691733  0.125
H  -5.445630  -5.605678  2.303552  0.077
H  -3.701542  -5.898053  2.480559  0.092
H  -4.285677  -4.989529  1.094572  0.048
H  -6.152114  -3.971811  3.996351  0.104
H  -5.645970  -1.824495  5.186152  0.109
C  5.264377  3.489868  0.356212  -0.361
As  3.404948  2.836956  0.316706  1.137
C  3.626305  1.488042  1.718516  -0.342
C  3.493932  1.645345  -1.271589  -0.354
C  4.661536  0.721566  -1.334572  -0.312
C  4.582968  -0.558059  -0.782768  -0.057
C  5.672227  -1.416087  -0.812480  -0.091
C  6.866033  -1.014794  -1.396894  -0.113
C  6.956659  0.252854  -1.955517  -0.101
C  5.865759  1.108961  -1.923279  -0.075
H  5.992555  2.678085  0.336390  0.011
H  5.392206  4.063360  1.275234  0.007
H  5.445839  4.155971  -0.488494  0.008
H  4.500652  0.861684  1.539973  0.015
H  2.728408  0.870916  1.754808  -0.027
H  3.738801  2.000904  2.674294  0.014
H  3.447323  2.299455  -2.144085  0.071
H  2.551790  1.099053  -1.228478  0.022
H  3.649176  -0.878094  -0.333077  0.107
H  5.586094  -2.405616  -0.380558  0.098
H  7.715676  -1.685597  -1.421931  0.091
H  7.879793  0.575770  -2.421798  0.094
H  5.941815  2.096421  -2.365072  0.107
N  -1.534517  0.891841  4.782993  0.094
C  -1.536540  0.005481  4.048560  -0.626

Forces on atoms 1 to 2 (eV/Å):
Ga 0.1 0.0 0.1
C 0.0 0.0 0.0

Spin multiplicity: 1
E_LUMO: 2.4676 eV
HOMO energy: -4.0943 eV
Charge: -1



# C9H7N2O5Zn

A structure of composition C9H7N2O5Zn at a distorted geometry (ωB97M-V/def2-TZVPD, OMol25).

Each line ends with the Löwdin charge.
Positions of all 24 atoms, in Å:
O  4.801164  1.285643  -0.321358  0.057
C  3.656179  1.244682  -0.269866  0.019
Zn  0.022788  1.589025  -0.073547  0.334
O  0.767089  1.515354  3.047256  0.185
C  0.685901  1.681809  1.899923  0.073
C  -2.048888  2.059337  0.003858  0.013
O  -3.157295  2.373469  -0.079265  0.157
C  -0.008303  2.207497  -2.061354  -0.358
O  -0.621339  2.648689  -2.985345  0.005
C  0.993641  3.866447  -0.158089  0.006
O  1.076593  4.993774  0.051729  0.135
H  1.112369  1.675283  -1.806867  0.037
C  -1.818013  -3.292916  0.777085  0.010
N  -0.834409  -2.344334  0.281351  -0.110
C  0.457574  -2.643520  -0.155618  0.002
C  1.045409  -1.425419  -0.460038  -0.068
N  0.107126  -0.418544  -0.213706  -0.034
C  -0.997535  -1.014447  0.244614  -0.140
H  -2.015496  -4.074716  0.043236  0.107
H  -1.479930  -3.761994  1.702917  0.106
H  -2.742928  -2.758060  0.974419  0.098
H  0.846094  -3.649564  -0.209904  0.135
H  2.045755  -1.236957  -0.825389  0.102
H  -1.893547  -0.520540  0.593960  0.127

Forces on atoms 1 to 2 (eV/Å):
O -3.1 -0.1 0.1
C 3.0 0.1 0.0

Spin multiplicity: 1
E_LUMO: -4.5430 eV
HOMO energy: -10.2722 eV
Charge: +1



# C5H35N2O10

A cluster of 11 separate species, C5H35N2O10 in total at a distorted geometry (ωB97M-V/def2-TZVPD, OMol25).

Each line ends with the Löwdin charge.
Positions of all 52 atoms, in Å:
C  0.930814  -0.111403  -2.390175  -0.120
N  1.606806  -1.339179  -3.195792  -0.138
C  2.573024  -0.908993  -4.215655  -0.125
C  2.009788  0.498458  -1.308584  -0.049
N  0.991501  1.238101  -0.339481  0.035
C  1.843859  1.865065  0.696674  -0.229
C  2.129774  1.000716  1.890825  -0.072
H  0.041914  -0.525443  -2.052268  0.032
H  0.663446  0.656318  -3.173981  0.130
H  0.849334  -1.980859  -3.589137  0.127
H  3.211982  -1.628357  -4.603057  0.048
H  3.274252  -0.154967  -3.933802  0.072
H  1.934926  -0.765548  -5.099499  0.092
H  2.769524  1.118274  -1.850637  0.128
H  2.595466  -0.298229  -0.907387  0.100
H  0.347342  0.411831  0.086792  0.194
H  0.399492  1.822565  -0.905402  0.110
H  1.143812  2.649523  1.248206  0.101
H  2.645285  2.437297  0.127657  0.152
H  2.468566  -0.003772  1.814581  0.059
H  2.798552  1.544148  2.418945  0.050
H  1.210820  0.745741  2.436523  0.087
H  -4.977550  1.496452  0.332559  0.087
H  -3.859016  1.047606  -0.124120  0.016
O  -4.766678  0.620985  -0.146830  -0.101
H  -0.998024  -3.005456  -1.721268  0.156
H  0.408230  -2.092052  -1.364603  -0.034
O  -0.535241  -2.161106  -1.315303  -0.148
H  1.718496  4.791585  2.809877  0.044
H  0.338545  4.536126  2.536867  0.100
O  1.246418  4.271666  2.164965  -0.074
H  -2.330864  -0.721102  3.707424  0.086
H  -3.687420  0.147511  3.600850  0.075
O  -2.918854  -0.164781  3.086626  -0.102
H  -1.790542  -0.803775  -0.349530  0.132
H  -2.970640  -0.431165  0.737752  0.051
O  -2.230498  -0.037423  0.243600  -0.144
H  -2.652694  -2.834120  4.490351  0.049
H  -3.350536  -2.483926  2.905273  0.108
O  -2.576768  -2.656992  3.552831  -0.100
H  -1.664116  2.124683  2.320842  0.047
H  -1.475745  0.845603  1.976655  0.095
O  -1.064498  1.771112  1.675549  -0.117
H  1.603797  -2.597364  0.877830  0.008
H  -0.017242  -2.464326  0.708842  0.028
O  0.845047  -2.112514  0.818352  0.003
H  1.393450  -4.647679  -2.375402  0.041
H  1.801564  -3.309609  -1.860765  0.088
O  1.115462  -4.077491  -1.657753  -0.103
H  -1.559453  2.949884  -0.095704  0.052
H  -1.919524  1.538204  0.030909  0.023
O  -1.565395  2.188197  -0.722016  -0.150

Forces on atoms 1 to 2 (eV/Å):
C 4.5 -0.1 -3.5
N -1.1 0.4 2.2

Spin multiplicity: 1
E_LUMO: -2.4670 eV
HOMO energy: -11.8536 eV
Charge: +1



| no. | calculated total energy (Ha) |
| --- | --- |
| 1 | -545.39986 |
| 2 | -6219.50131 |
| 3 | -2611.82726 |
| 4 | -1072.96750 |